The following is a DFT calculation (ωB97M-V/def2-TZVPD) of a cluster of 2 separate species, C4H8N2O in total.

Its LUMO energy is 0.9 eV. As for the SMILES: Cc1c[nH]cn1.O.

Each line ends with the Mulliken charge.
Atoms and positions in Å:
C -1.569 -1.546 0.688  -1.001
C -1.253 -0.193 0.161  0.606
C -1.667 1.039 0.534  -0.523
N -1.160 1.918 -0.409  -0.098
C -0.409 1.180 -1.254  -0.201
N -0.457 -0.094 -0.967  -0.578
H -2.111 -1.510 1.640  0.290
H -2.169 -2.122 -0.022  0.243
H -0.664 -2.120 0.859  0.270
H -2.415 1.324 1.254  0.355
H -1.033 2.895 -0.203  0.245
H 0.280 1.586 -1.975  0.394
O 4.562 -0.826 0.153  -0.634
H 5.017 -0.027 -0.131  0.315
H 5.049 -1.503 -0.328  0.318

=====

The following is a DFT calculation (ωB97M-V/def2-TZVPD) of a cluster of 2 separate species, C3H9NO2 in total in a non-equilibrium geometry.

Its LUMO energy is 0.6 eV. As for the SMILES: CC(N)=O.CO.

Each line ends with the Mulliken charge.
Atoms and positions in Å:
C -0.816 1.079 -1.037  -1.173
C -1.234 0.845 0.406  0.699
N -2.545 0.600 0.473  -0.323
O -0.603 0.854 1.463  -0.635
H 0.280 1.197 -1.121  0.344
H -1.150 1.943 -1.603  0.388
H -0.817 0.086 -1.610  0.328
H -3.145 0.651 1.253  0.213
H -2.962 0.579 -0.378  0.159
C 2.106 -1.206 0.754  -0.191
O 2.521 -1.839 -0.505  -0.510
H 3.028 -0.555 0.822  0.202
H 1.203 -0.679 0.777  -0.007
H 2.297 -2.029 1.446  0.224
H 1.836 -1.525 -1.141  0.282

=====

For the records above, the corresponding ΔE to the lowest compared entry with this formula, charge and spin values read 105.1, 203.0 kJ/mol.
For the records above, the corresponding HOMO level values read -8.623, -9.765 eV.